A molecular structure, C34H43F6N6OPSiSnTe at a distorted geometry. Source: the Open Molecules 2025 dataset; level of theory: ωB97M-V with the def2-TZVPD basis set.

Each line ends with the Mulliken spin population.
Positions of all 94 atoms, in Å:
1 Sn 0.26 0.93 -0.37  -0.09
2 C -0.50 5.11 -1.91  0.02
3 N 0.22 5.29 -0.62  0.01
4 C 0.29 6.70 -0.19  0.00
5 C 0.25 4.25 0.27  -0.01
6 N -0.59 3.16 0.22  0.02
7 C -1.94 3.30 0.09  0.01
8 C -2.70 4.33 0.70  0.01
9 C -4.03 4.46 0.42  0.00
10 C -4.69 3.52 -0.38  0.00
11 C -3.98 2.47 -0.93  0.00
12 C -2.63 2.29 -0.64  0.00
13 N -1.99 1.12 -0.97  0.02
14 C -2.67 -0.07 -1.18  0.00
15 N -3.58 -0.55 -0.26  0.00
16 C -3.72 0.04 1.08  0.00
17 C -4.73 -1.39 -0.61  0.00
18 N -2.32 -0.85 -2.21  0.00
19 C -1.46 -0.30 -3.34  -0.01
20 C -2.42 -2.32 -2.21  0.00
21 N 1.25 4.19 1.14  0.00
22 C 2.45 5.07 0.99  0.02
23 C 1.36 3.19 2.22  0.01
24 H -1.59 5.11 -1.72  0.00
25 H -0.13 4.21 -2.41  -0.01
26 H -0.26 6.01 -2.49  0.00
27 H -0.74 7.14 -0.38  0.00
28 H 1.05 7.21 -0.82  0.00
29 H 0.66 6.71 0.86  0.00
30 H -2.22 5.00 1.37  0.00
31 H -4.53 5.35 0.78  0.00
32 H -5.70 3.59 -0.72  0.00
33 H -4.47 1.85 -1.71  0.00
34 H -3.13 0.93 1.23  0.00
35 H -3.39 -0.74 1.79  0.00
36 H -4.76 0.34 1.29  0.00
37 H -5.03 -1.19 -1.65  0.00
38 H -5.61 -1.11 0.04  0.00
39 H -4.51 -2.45 -0.47  0.00
40 H -1.80 0.68 -3.61  0.00
41 H -1.47 -1.00 -4.15  0.00
42 H -0.43 -0.18 -3.04  0.01
43 H -2.44 -2.64 -1.19  0.00
44 H -1.51 -2.73 -2.64  0.00
45 H -3.30 -2.71 -2.80  0.00
46 H 2.42 5.64 0.04  0.00
47 H 3.31 4.39 1.06  0.00
48 H 2.48 5.77 1.83  0.00
49 H 0.38 2.78 2.44  0.00
50 H 1.90 3.64 3.07  0.00
51 H 1.95 2.34 1.89  0.01
52 O 0.58 -1.35 -0.97  -0.02
53 Si 1.60 -2.51 -0.39  0.03
54 C 0.79 -3.84 0.70  0.00
55 C 1.38 -5.11 0.79  0.00
56 C 0.68 -6.14 1.36  0.00
57 C -0.62 -5.98 1.87  0.00
58 C -1.20 -4.73 1.81  0.00
59 C -0.46 -3.65 1.29  0.00
60 C 2.39 -3.39 -1.82  -0.01
61 C 1.72 -3.34 -3.09  0.00
62 C 2.18 -4.03 -4.17  0.00
63 C 3.23 -4.89 -4.06  0.00
64 C 3.93 -4.91 -2.88  0.00
65 C 3.56 -4.14 -1.79  0.00
66 C 3.00 -1.85 0.69  -0.03
67 C 2.82 -1.77 2.07  0.01
68 C 3.82 -1.15 2.86  0.00
69 C 4.98 -0.70 2.28  0.01
70 C 5.16 -0.72 0.88  -0.01
71 C 4.21 -1.38 0.11  0.02
72 H 2.41 -5.30 0.42  0.00
73 H 1.22 -7.03 1.50  0.00
74 H -1.10 -6.87 2.31  0.00
75 H -2.19 -4.56 2.25  0.00
76 H -0.88 -2.65 1.34  0.00
77 H 0.84 -2.66 -3.17  0.00
78 H 1.70 -3.92 -5.18  0.00
79 H 3.53 -5.61 -4.84  0.00
80 H 4.72 -5.59 -2.73  0.00
81 H 4.10 -4.24 -0.86  0.00
82 H 1.94 -2.20 2.49  0.00
83 H 3.61 -1.02 3.91  0.00
84 H 5.81 -0.44 2.93  0.00
85 H 6.10 -0.41 0.51  0.00
86 H 4.37 -1.46 -0.96  0.02
87 Te 2.13 2.52 -1.72  0.97
88 F 0.05 -0.41 1.95  0.01
89 P -0.21 -0.13 3.61  0.00
90 F -0.81 1.35 3.22  0.00
91 F -0.49 0.13 5.19  0.00
92 F -1.65 -0.79 3.37  0.00
93 F 0.48 -1.54 4.02  0.00
94 F 1.28 0.52 3.72  0.00

## Properties
Molecular weight   971.12 g/mol
Energy above the lowest of the compared OMol25 structures with the same formula, charge and spin   2.0 kJ/mol
⟨S²⟩   0.754
Total charge   -1
F_max   0.0544 Eh/bohr
HOMO-LUMO gap (spin up / spin down)   5.708 / 4.724 eV
Electronic energy   -93548.6632 eV
Highest occupied orbital energy (spin up / spin down)   -3.5 / -3.4 eV
Multiplicity   2